No. 1
Formula: C5H11NO
Source: OMol25
Level of theory: wB97M-V/def2-TZVPD

Computed properties:
**Multiplicity**: 1
**Energy relative to the best compared isomer or geometry (same formula, charge and spin)**: 67.8 kcal per mole
**Gap between HOMO and LUMO**: 9.5 eV
**Net charge**: 0
**LUMO level**: 0.7972 eV
**F_max**: 5.51 eV Å⁻¹
**SMILES**: CCN(C)C(C)=O

Geometry as XYZ:
```
18
C5H11NO wB97M-V/def2-TZVPD
N 0.0964 -0.0292 0.5999
H 1.5203 0.1550 2.2042
H -0.3368 2.8578 -0.8062
H -1.0751 -2.1007 -1.4122
C -0.1296 -1.4728 0.6218
O -0.7308 -1.9690 1.5178
C -0.2239 -2.2173 -0.8062
H 0.7256 -1.9305 -1.3057
H 2.1421 0.0191 0.6236
C -0.3025 0.6999 -0.7335
H 0.6410 0.5757 -1.3344
H 1.4257 1.6228 1.2996
H -0.3111 -3.2015 -0.3512
H -1.9019 2.2173 -0.6266
H -0.8295 2.1248 0.8289
C -0.9044 2.0910 -0.3702
H -1.1223 0.1078 -1.1284
C 1.3170 0.4498 1.1789
```

No. 2
Formula: C42H28F5IrN6O6S2Se
Source: OMol25
Level of theory: wB97M-V/def2-TZVPD

Computed properties:
**Multiplicity**: 5
**Energy relative to the best compared isomer or geometry (same formula, charge and spin)**: 0.0 kcal per mole
**Gap between HOMO and LUMO (spin up / spin down)**: 6.9 / 5.8 eV
**Net charge**: 0
**LUMO level (spin up / spin down)**: -0.7205 / -2.4267 eV
**F_max**: 3.25 eV Å⁻¹

Geometry as XYZ:
```
91
C42H28F5IrN6O6S2Se wB97M-V/def2-TZVPD
O -3.0552 0.0559 -2.1872
C -2.6772 -1.9031 2.0610
C -4.3072 -0.3888 2.7548
N -3.3760 -0.7501 1.8857
C 2.3603 -1.1538 -5.0994
H -4.0107 -3.0123 4.9400
H 6.5466 -2.3847 3.7869
C 3.2922 0.1822 3.9432
C 2.3432 -1.5907 2.6212
O -3.0357 2.3161 2.1449
C -3.2546 4.0497 -4.7468
C 4.7684 -1.5093 3.0340
H 1.0469 -2.6486 -1.6483
C -0.9017 3.4377 -1.5049
C -2.5399 3.3278 -5.6989
F 2.1118 0.1171 -5.3471
H 5.4297 0.1492 4.1597
C -3.6713 3.4086 -3.5926
N -0.4071 -5.3811 2.5430
C -1.5843 -2.1568 1.1189
H 3.8178 -2.9623 1.8973
H -5.3372 -0.9269 4.5532
Ir -3.0487 0.5689 0.3331
F 3.2111 -5.1652 -4.6452
F 0.8408 -4.4241 -5.5622
F 5.0032 -3.3359 -3.8623
H -1.8637 3.3372 -1.9183
C 1.2636 2.5260 -1.0986
C -3.4799 1.2023 -2.2336
O -3.7061 1.8927 -1.1828
S -1.0630 -5.9218 3.8758
C -2.8770 -2.7057 3.1280
H 1.5202 -1.9604 2.0278
C -0.4220 -1.2954 -0.7272
N 0.6132 1.7756 3.1757
C 4.5680 -0.3658 3.7368
C 3.5671 -1.5023 -4.5270
H -0.2869 -0.4140 -1.3682
C -4.5901 -1.2173 3.8257
C -3.4577 2.0088 -3.4673
C -2.4861 1.9202 -5.6572
C -0.5566 4.5571 -0.7034
H -1.0770 2.2694 4.3961
C -1.8064 2.4653 1.9195
C 1.6906 3.6580 -0.3972
C 2.9304 -3.8518 -4.7144
C 0.7219 4.6443 -0.2485
H -1.7197 4.2180 3.0158
H 6.0776 -3.0092 2.2162
H -2.9936 0.1440 -4.5041
H -2.0768 1.3807 -6.5425
H -4.7984 0.5373 2.5969
C 0.2919 -2.5055 -0.8566
H -0.2620 3.8308 1.8708
O 0.5621 0.3651 5.1711
C -0.3166 2.7546 3.7949
Se 4.8193 -0.1729 -4.0221
C -2.0280 -3.8906 3.2765
H -2.1101 3.7634 -6.6025
H -0.1898 1.5573 -2.3041
O -1.2101 1.7387 1.0423
C 6.1078 -2.0878 2.8044
H 0.4566 1.8014 2.1337
C 3.8731 -2.9181 -4.3844
C 2.1926 -0.3788 3.3237
C -0.7998 -3.3468 1.1558
O -0.3715 -0.5759 3.0575
C -0.9734 3.4906 2.6421
F 0.3177 -1.7039 -6.0763
H 2.6941 3.7245 0.0001
C 0.0167 2.4324 -1.7263
H -3.3800 5.1036 -4.7960
N -1.4006 -1.1874 0.1886
N -2.1349 -4.7618 4.2540
C -3.0219 1.2283 -4.5837
C 3.6467 -2.1386 2.4977
S 0.6086 0.2258 3.7267
C 0.1156 -3.4895 0.1346
H 6.8101 -1.4266 2.2952
H -4.1024 3.9962 -2.7728
N 2.4206 0.2245 -1.1661
H 3.1663 1.1403 4.4100
C 2.0384 1.2987 -1.1183
H -1.3005 5.2740 -0.5200
C 1.4275 -2.1222 -5.4448
H 0.6939 -4.3904 0.2084
C -3.8423 -2.3768 4.0938
H 0.2847 3.4216 4.4471
H 0.9482 5.5726 0.3290
C 1.7066 -3.4485 -5.2486
C -1.0121 -4.2353 2.2589
```

No. 3
Formula: C17H21N3O4
Source: OMol25
Level of theory: wB97M-V/def2-TZVPD

Computed properties:
**Multiplicity**: 1
**Energy relative to the best compared isomer or geometry (same formula, charge and spin)**: 0.4 kcal per mole
**Gap between HOMO and LUMO**: 9.3 eV
**Net charge**: 0
**LUMO level**: 0.2408 eV
**F_max**: 0.71 eV Å⁻¹
**SMILES**: O=C(O)CCCCCNC(=O)CCn1cnc2ccccc2c1=O

Geometry as XYZ:
```
45
C17H21N3O4 wB97M-V/def2-TZVPD
H 6.3183 -2.6645 0.4792
H -5.0131 -2.1764 0.6764
N 4.0974 2.0115 -0.3020
O -0.5824 -2.3735 0.7007
H 2.3820 3.0323 -0.6401
H 0.4790 2.2502 1.2414
N -2.3362 1.4223 -0.2668
C -4.1777 -1.9902 -0.0030
C 4.6655 0.7809 -0.0980
C 0.5546 1.2283 -0.6611
H 0.4212 2.0760 -1.3369
H 3.8651 -2.5120 0.1359
C -1.5285 2.0883 0.5740
O -1.8677 3.0674 1.2075
H -3.9649 1.9344 -1.4561
H 6.6313 1.5900 0.0827
C -2.8934 -1.9913 0.8303
H -2.9097 -1.1629 1.5457
H 0.2740 -2.1317 0.2682
H 0.1359 0.3294 -1.1206
N 1.9803 1.0023 -0.4860
C -4.4484 -0.7053 -0.7917
O 1.6773 -1.2423 -0.2570
C -3.7445 1.7182 -0.4052
C 5.8479 -1.7066 0.3175
C 6.0473 0.6838 0.0977
H 7.6919 -0.6214 0.4538
H -4.1344 -2.8210 -0.7105
C 2.4436 -0.2883 -0.2735
H -5.6545 0.8801 0.0692
H -5.3567 -0.8638 -1.3761
C 3.8819 -0.3881 -0.0818
H -2.0148 0.5719 -0.7104
C -1.6022 -1.8339 0.0635
O -1.4755 -1.2269 -0.9780
C -0.1121 1.5175 0.6868
H -4.3548 0.3405 1.1152
C 2.8347 2.0624 -0.4774
C 6.6252 -0.5475 0.3025
H -2.8241 -2.9128 1.4101
H -3.6366 -0.5638 -1.5032
C -4.6140 0.5532 0.0774
H -3.9409 2.6127 0.1903
C 4.4879 -1.6302 0.1282
H -0.1550 0.6010 1.2815
```

No. 4
Formula: C2H4OS
Source: OMol25
Level of theory: wB97M-V/def2-TZVPD

Computed properties:
**Multiplicity**: 1
**Energy relative to the best compared isomer or geometry (same formula, charge and spin)**: 44.3 kcal per mole
**Gap between HOMO and LUMO**: 8.7 eV
**Net charge**: 0
**LUMO level**: 0.1248 eV
**F_max**: 7.93 eV Å⁻¹
**SMILES**: COC=S

Geometry as XYZ:
```
8
C2H4OS wB97M-V/def2-TZVPD
H -0.7448 1.2903 0.1024
C 1.7023 0.8313 0.6044
O 0.6881 0.2723 1.0544
H 1.6044 1.4655 -0.2337
S 3.1420 1.0138 1.6038
H -0.2940 0.0279 -0.8803
H -1.0745 -0.3823 0.5494
C -0.3931 0.2527 0.1473
```

No. 5
Formula: C5H8O2
Source: OMol25
Level of theory: wB97M-V/def2-TZVPD

Computed properties:
**Multiplicity**: 1
**Energy relative to the best compared isomer or geometry (same formula, charge and spin)**: 126.8 kcal per mole
**Gap between HOMO and LUMO**: 9.3 eV
**Net charge**: 0
**LUMO level**: 0.2402 eV
**F_max**: 0.42 eV Å⁻¹

Geometry as XYZ:
```
15
C5H8O2 wB97M-V/def2-TZVPD
H 0.9640 -2.7669 -0.2912
C 0.0756 1.4071 0.5031
H -0.8324 2.7212 -0.5619
H -1.3600 0.1726 1.6847
H -1.7575 -0.0714 -1.3834
C 0.3891 0.4669 -0.7197
H 0.3567 -0.1241 2.1227
O 1.8536 -2.5085 -0.0191
O -1.0334 2.2197 0.2403
H 1.9420 -1.6196 -0.3873
C -0.3278 0.1746 1.3275
C -0.0983 -0.5560 0.0199
H 0.9462 1.9760 0.8497
H -0.3936 -1.0744 -2.0925
C -0.7242 -0.4172 -1.2928
```

No. 6
Formula: C22H17AuN6
Source: OMol25
Level of theory: wB97M-V/def2-TZVPD

Computed properties:
**Multiplicity**: 1
**Energy relative to the best compared isomer or geometry (same formula, charge and spin)**: 0.0 kcal per mole
**Gap between HOMO and LUMO**: 6.8 eV
**Net charge**: +2
**LUMO level**: -7.7171 eV
**F_max**: 0.54 eV Å⁻¹

Geometry as XYZ:
```
46
C22H17AuN6 wB97M-V/def2-TZVPD
C -1.7148 0.3227 -0.9096
N 1.5687 0.7164 -0.7700
H 4.8564 1.4275 -2.6287
Au -0.1280 0.6109 0.4317
H -2.7288 -0.6285 1.8672
C -0.5381 1.5974 3.0968
C -1.4754 5.6963 -2.7652
H -2.5548 0.0773 -0.2664
H -1.0432 3.7938 7.1285
C -1.4407 3.0975 6.4037
C -1.2431 1.9144 4.3232
H -2.9096 4.7991 -0.7099
C -3.1910 1.5720 5.7372
H -3.7906 -0.1481 3.8524
N -1.1683 0.6920 2.1994
C -2.4674 1.2965 4.5870
H 2.9037 2.7729 1.6261
H -4.1389 1.0835 5.9241
C -2.3035 0.1109 2.5331
C 3.6855 1.8164 -0.8669
C 2.2277 2.0753 1.1416
C -0.7293 2.8220 5.2566
N 1.1438 1.6717 1.6773
H -3.2237 2.7086 7.5403
H -0.3868 3.5766 -3.9460
H 3.1651 -0.1536 -3.5719
H 4.4119 2.4739 -0.4089
N 0.6343 2.1006 2.8617
H -3.0425 2.4576 0.0747
C -1.7388 1.6934 -1.4598
C 3.9345 1.2211 -2.1021
C 2.5075 1.5396 -0.2088
C -1.6010 4.3286 -2.3434
N -2.9426 0.3658 3.6499
C -2.4349 2.7059 -0.7882
C 1.8244 0.1223 -1.9313
H -0.5129 1.2357 -3.1702
H -1.4832 -0.4673 -1.6179
C 3.0020 0.3496 -2.6298
C -2.3699 4.0160 -1.2241
C -0.9397 3.3234 -3.0518
C -1.0101 2.0180 -2.6102
H 1.0649 -0.5462 -2.3131
N -1.3438 6.7893 -3.0903
C -2.6706 2.4789 6.6399
H 0.2231 3.2936 5.0629
```

No. 7
Formula: C35H37NO2S2SiZn
Source: OMol25
Level of theory: wB97M-V/def2-TZVPD

Computed properties:
**Multiplicity**: 1
**Gap between HOMO and LUMO**: 8.3 eV
**Net charge**: 0
**LUMO level**: 0.2856 eV
**F_max**: 0.16 eV Å⁻¹

Geometry as XYZ:
```
79
C35H37NO2S2SiZn wB97M-V/def2-TZVPD
Zn 0.0552 -0.2133 -0.0237
C 2.8268 -3.2745 5.3029
H -1.3769 -1.4537 5.6279
C 2.1472 -3.5315 4.1195
H 2.3712 -1.0029 1.3730
C -3.6512 0.5887 -2.8824
H 7.2544 -1.7525 1.1296
C -1.8526 -0.5461 -1.7870
C 4.0207 -1.5985 0.1124
H 3.7608 -0.6254 3.3463
H -2.3637 1.7674 3.8602
O 1.7871 0.4230 -0.8726
H 3.7284 -2.3682 -1.8892
C 2.4330 3.3587 3.8247
S -0.8487 -1.9152 -1.3972
H 3.2033 -1.8389 6.8531
C 1.8352 2.1872 3.3820
C 0.7037 1.6600 4.0175
C -2.6044 0.8447 3.3268
H 3.4749 -4.0283 5.7325
C 1.1568 -1.3129 4.1803
C 6.1867 -1.5810 1.1794
H 5.8529 -2.1697 -0.8552
H 2.2503 1.6756 2.5177
H 0.3529 4.0788 6.3918
C 1.3243 -2.5593 3.5691
H -2.4681 1.0334 2.2577
C 5.6019 -1.1415 2.3601
C 4.8488 1.7222 0.1032
H 4.9749 -0.0550 -1.8565
N -1.5424 0.5897 -1.1261
H -2.0417 -1.4660 1.9376
H -3.1594 -1.4780 -3.2151
S 2.5884 -0.3120 -1.9270
H -3.0252 -0.8382 5.4643
C 4.1942 1.8107 -1.1192
C 1.8468 -1.0792 5.3723
H 0.8162 -2.7648 2.6316
H -3.8832 2.6659 -2.3127
C 2.6738 -2.0463 5.9309
H 2.3701 4.9582 5.2587
H 5.3782 2.7298 1.9150
H 3.3099 3.7409 3.3173
C 0.1895 2.3706 5.1034
H 3.0317 3.0641 -2.4162
C 4.8659 2.8097 0.9642
O 0.3061 -0.0505 1.7858
H -3.6663 0.6285 3.4929
Si 0.0747 0.0028 3.3676
C -2.1704 -1.5892 3.0153
H 4.2062 0.9565 -3.0950
C -3.3231 1.7513 -2.1849
C -2.9218 -0.5638 -2.6908
H -1.7160 0.2509 5.9137
H -4.4838 0.5894 -3.5749
H 1.7527 -0.1165 5.8646
H -1.6003 -2.4692 3.3251
C 4.2294 -0.9442 2.4223
H 3.0593 4.9951 -0.8833
C 3.4397 -1.1689 1.3038
C -1.9697 -0.6030 5.2835
C 4.1594 0.6393 -2.0539
C 3.1875 -1.8217 -1.1129
C 3.5644 4.0790 -0.6059
H 2.2661 -4.4870 3.6229
C 5.3971 -1.8117 0.0622
H -1.9484 2.5675 -0.7412
C -1.7432 -0.3351 3.7923
C 0.7777 3.5485 5.5482
H -0.6902 2.0096 5.6218
C 4.2247 3.9882 0.6118
C 1.9064 4.0428 4.9124
H 6.2133 -0.9694 3.2368
H 2.2613 -2.3635 -0.9066
C -2.2569 1.7025 -1.3154
H -3.2291 -1.8009 3.2058
C 3.5510 2.9941 -1.4669
H 4.2358 4.8368 1.2838
H 5.3434 0.8007 0.3870
```

No. 8
Formula: C12H24BaN11O2S
Source: OMol25
Level of theory: wB97M-V/def2-TZVPD

Computed properties:
**Multiplicity**: 1
**Energy relative to the best compared isomer or geometry (same formula, charge and spin)**: 0.0 kcal per mole
**Gap between HOMO and LUMO**: 7.9 eV
**Net charge**: +1
**LUMO level**: -2.4038 eV
**F_max**: 2.49 eV Å⁻¹

Geometry as XYZ:
```
51
C12H24BaN11O2S wB97M-V/def2-TZVPD
N 1.9366 0.0008 -1.9459
S -0.4461 2.2567 -1.3013
C 3.7696 2.5739 -0.2606
H 3.7257 0.8662 -2.8443
H -0.5049 3.3500 3.3069
H -3.0554 2.1728 -1.1192
H -5.8829 -1.7799 -2.5966
N -0.9645 -3.7064 -0.4009
N -0.3070 -7.0411 -0.7352
H 5.7580 0.5902 -1.3274
N -1.8739 -5.6324 0.2295
N 1.7974 -0.6857 -0.7713
C -6.2729 -1.3352 -1.6651
O -3.2791 -0.9795 -0.0245
H -3.9618 1.5735 0.2508
H 4.5459 2.2551 2.3574
H 0.7904 2.4303 1.3159
N -0.2415 -4.7131 -0.9181
H -4.0784 3.2979 -0.2406
C -0.9710 2.4521 0.2996
Ba -1.2069 -0.9316 -1.4736
C -0.9673 2.6258 2.6493
H 0.6577 -7.0643 -1.0525
C -3.4158 2.4158 -0.1252
H 5.3532 0.6680 2.2472
C 4.9282 1.6979 0.3640
N -0.1857 2.5571 1.3903
C -2.3669 3.0508 2.0902
C 3.1875 0.3037 -2.0548
C 5.1061 0.4310 -0.4871
N -0.7856 -5.7948 -0.5163
H -6.6137 -0.3044 -1.7682
H -0.9452 1.6607 3.1579
O -5.2932 -1.3431 -0.6737
H -2.7410 -3.7614 0.7669
H 5.5510 -0.3446 0.1286
N 3.8306 -0.1255 -0.9423
H -0.9422 -7.5105 -1.3839
H 2.7703 2.1639 -0.0661
H 5.8828 2.2663 0.2894
N 2.9356 -0.7563 -0.1535
H 3.7280 3.5831 0.2230
C -4.0044 -1.3460 -1.0092
N -2.2330 2.6767 0.6981
H 3.6403 0.8669 1.8890
C -1.9455 -4.3397 0.2976
C 4.6208 1.3666 1.7615
H -3.1861 2.4686 2.6032
H -2.5582 4.1071 2.2357
H -7.1276 -1.9413 -1.3226
H 3.8418 2.7071 -1.3718
```

What did the seventh record say?
Formula: C35H37NO2S2SiZn
Source: OMol25
Level of theory: wB97M-V/def2-TZVPD

Computed properties:
**Multiplicity**: 1
**Gap between HOMO and LUMO**: 8.3 eV
**Net charge**: 0
**LUMO level**: 0.2856 eV
**F_max**: 0.16 eV Å⁻¹

Geometry as XYZ:
```
79
C35H37NO2S2SiZn wB97M-V/def2-TZVPD
Zn 0.0552 -0.2133 -0.0237
C 2.8268 -3.2745 5.3029
H -1.3769 -1.4537 5.6279
C 2.1472 -3.5315 4.1195
H 2.3712 -1.0029 1.3730
C -3.6512 0.5887 -2.8824
H 7.2544 -1.7525 1.1296
C -1.8526 -0.5461 -1.7870
C 4.0207 -1.5985 0.1124
H 3.7608 -0.6254 3.3463
H -2.3637 1.7674 3.8602
O 1.7871 0.4230 -0.8726
H 3.7284 -2.3682 -1.8892
C 2.4330 3.3587 3.8247
S -0.8487 -1.9152 -1.3972
H 3.2033 -1.8389 6.8531
C 1.8352 2.1872 3.3820
C 0.7037 1.6600 4.0175
C -2.6044 0.8447 3.3268
H 3.4749 -4.0283 5.7325
C 1.1568 -1.3129 4.1803
C 6.1867 -1.5810 1.1794
H 5.8529 -2.1697 -0.8552
H 2.2503 1.6756 2.5177
H 0.3529 4.0788 6.3918
C 1.3243 -2.5593 3.5691
H -2.4681 1.0334 2.2577
C 5.6019 -1.1415 2.3601
C 4.8488 1.7222 0.1032
H 4.9749 -0.0550 -1.8565
N -1.5424 0.5897 -1.1261
H -2.0417 -1.4660 1.9376
H -3.1594 -1.4780 -3.2151
S 2.5884 -0.3120 -1.9270
H -3.0252 -0.8382 5.4643
C 4.1942 1.8107 -1.1192
C 1.8468 -1.0792 5.3723
H 0.8162 -2.7648 2.6316
H -3.8832 2.6659 -2.3127
C 2.6738 -2.0463 5.9309
H 2.3701 4.9582 5.2587
H 5.3782 2.7298 1.9150
H 3.3099 3.7409 3.3173
C 0.1895 2.3706 5.1034
H 3.0317 3.0641 -2.4162
C 4.8659 2.8097 0.9642
O 0.3061 -0.0505 1.7858
H -3.6663 0.6285 3.4929
Si 0.0747 0.0028 3.3676
C -2.1704 -1.5892 3.0153
H 4.2062 0.9565 -3.0950
C -3.3231 1.7513 -2.1849
C -2.9218 -0.5638 -2.6908
H -1.7160 0.2509 5.9137
H -4.4838 0.5894 -3.5749
H 1.7527 -0.1165 5.8646
H -1.6003 -2.4692 3.3251
C 4.2294 -0.9442 2.4223
H 3.0593 4.9951 -0.8833
C 3.4397 -1.1689 1.3038
C -1.9697 -0.6030 5.2835
C 4.1594 0.6393 -2.0539
C 3.1875 -1.8217 -1.1129
C 3.5644 4.0790 -0.6059
H 2.2661 -4.4870 3.6229
C 5.3971 -1.8117 0.0622
H -1.9484 2.5675 -0.7412
C -1.7432 -0.3351 3.7923
C 0.7777 3.5485 5.5482
H -0.6902 2.0096 5.6218
C 4.2247 3.9882 0.6118
C 1.9064 4.0428 4.9124
H 6.2133 -0.9694 3.2368
H 2.2613 -2.3635 -0.9066
C -2.2569 1.7025 -1.3154
H -3.2291 -1.8009 3.2058
C 3.5510 2.9941 -1.4669
H 4.2358 4.8368 1.2838
H 5.3434 0.8007 0.3870
```

Q: Which value of net charge does entry 5 give?
A: 0

Q: Number 3 is which compound?
A: C17H21N3O4